Entry 1:
42
Properties=species:S:1:pos:R:3:forces:R:3 method="wB97M-V/def2-TZVPD" s2=0.765 homo_lumo_gap_ev="5.641 / 5.717" e_homo_ha="-0.245 / -0.248" lumo_energy_ev="-1.03 / -1.03" spin_multiplicity=2 total_charge=0
Co 0.107548 -0.127218 0.012728 0.3966 -0.5419 0.0774
C 0.825946 0.265026 4.130160 0.0563 0.0585 -0.0815
C -0.044580 -0.666616 4.666354 -0.1000 -0.0868 -0.0164
C -0.863986 -1.404882 3.820949 0.1031 0.1178 0.1088
C -0.783102 -1.172281 2.461041 -0.3196 -0.1875 -0.4037
N 0.061891 -0.261483 1.950660 0.0222 -0.0430 -0.0066
C 0.856670 0.439383 2.754421 -0.0013 -0.1038 0.1176
C -1.576760 -1.905764 1.421462 0.3569 0.2909 0.3428
C -2.500183 -2.899366 1.688386 -0.0851 -0.1100 -0.1926
C -3.120735 -3.525984 0.613564 0.0306 0.0127 0.1704
C -2.794436 -3.151708 -0.678002 0.0544 0.0765 -0.1460
C -1.862951 -2.141038 -0.871440 -0.0731 -0.0664 0.1395
N -1.284684 -1.532141 0.163671 -0.2028 0.2468 0.0827
H 1.487741 0.845065 4.756962 -0.0109 -0.0037 0.0110
H -0.085231 -0.829627 5.735034 0.0073 0.0063 -0.0004
H -1.539405 -2.147424 4.219698 -0.0071 0.0023 -0.0055
H 1.539798 1.115588 2.256849 0.0080 0.0058 0.0023
H -2.730762 -3.190184 2.702628 0.0089 0.0060 0.0065
H -3.845984 -4.308747 0.791744 -0.0002 -0.0007 -0.0115
H -3.248376 -3.630102 -1.534196 -0.0035 -0.0082 0.0121
H -1.536233 -1.788943 -1.843656 -0.0218 -0.0289 -0.0231
Br 5.874996 0.805388 -3.462353 -0.0115 -0.0023 -0.0134
C 4.081938 0.445137 -2.992553 0.0437 0.0237 0.1386
C 3.153443 0.087469 -3.955532 -0.1339 -0.0350 -0.0677
Br 3.646714 -0.052814 -5.773345 0.0091 0.0034 0.0220
C 1.826412 -0.171486 -3.578491 0.0821 0.0017 -0.0905
Br 0.497094 -0.683269 -4.822714 0.0196 0.0126 0.0223
C 1.429907 -0.073025 -2.256704 -0.1778 0.0535 0.0328
O 0.193191 -0.302256 -1.835184 0.1922 -0.0809 -0.1755
C 2.379316 0.286021 -1.269513 0.0445 0.0265 0.1588
O 1.947890 0.336686 -0.013085 -0.2586 0.2287 -0.1493
C 3.686521 0.540043 -1.648455 0.0385 0.0135 -0.0838
Br 4.887307 1.015050 -0.270075 0.0007 0.0008 -0.0032
I -2.021887 5.693504 -0.414252 -0.0068 0.1108 -0.0048
C -1.946184 3.649290 -0.273377 0.0053 -0.1172 0.0264
C -3.003610 2.773051 -0.304333 -0.0172 -0.0177 -0.0383
N -2.476398 1.539553 -0.179903 0.0380 0.0052 -0.0129
N -1.142133 1.566789 -0.079954 -0.1173 0.1112 0.0842
C -0.803122 2.842054 -0.131244 0.0439 -0.0135 -0.0385
H -4.062095 2.934533 -0.412678 0.0049 0.0154 0.0044
H -2.945021 0.650617 -0.216650 -0.0140 0.0094 -0.0055
H 0.236031 3.126013 -0.084221 -0.0043 0.0076 0.0103

=====

Entry 2:
50
Properties=species:S:1:pos:R:3:forces:R:3 method="wB97M-V/def2-TZVPD" homo_lumo_gap_ev=8.620 e_homo_ha=-0.302 e_above_lowest_kcal_mol=17.5 smiles="O=C(C(=O)N1CCN(Cc2ccc3c(c2)OCO3)CC1)c1c[nH]c2ccccc12" lumo_energy_ev=0.41 total_charge=0
O -0.162708 -0.853956 -3.605925 0.2833 0.0644 0.1493
C 0.717400 -0.533851 -2.823372 0.0540 -0.0917 -0.1288
C 0.929410 0.925098 -2.414096 -0.1370 0.4440 -0.0972
O 2.057315 1.398802 -2.379696 0.1649 -0.2200 -0.0378
N -0.167021 1.656066 -2.141337 -0.0568 0.1029 -0.0196
C -1.523342 1.183472 -2.006601 -0.4577 -0.4272 0.2817
C -1.967785 1.322525 -0.547694 0.0012 0.0594 -0.3322
N -1.858894 2.712180 -0.148988 -0.0521 0.0325 -0.0379
C -2.487269 3.016068 1.129049 0.0616 -0.0188 0.0053
C -1.861874 2.321293 2.316427 0.0278 0.1435 0.0227
C -0.804406 2.908582 2.996111 -0.1671 -0.0078 -0.0927
C -0.155851 2.273294 4.052757 0.0575 -0.3249 0.2456
C -0.607424 1.024684 4.401079 -0.4273 -0.1195 -0.3452
C -1.673382 0.425760 3.728648 0.4109 0.2934 0.1987
C -2.313534 1.049964 2.687905 0.0857 -0.1951 0.2713
O -1.924075 -0.804161 4.278964 -0.2197 0.2539 -0.3994
C -0.991459 -0.956021 5.326845 0.0816 -1.0205 0.7848
O -0.162879 0.184463 5.388762 0.1746 0.4673 -0.1480
C -0.483112 3.159669 -0.252682 0.0217 0.0245 -0.2986
C -0.023749 3.029014 -1.704924 0.3657 0.2842 0.2398
C 1.659990 -1.464128 -2.247758 0.2465 -0.2188 0.1666
C 2.700453 -1.188875 -1.381408 -0.2583 0.2599 -0.1823
N 3.360969 -2.326173 -1.078022 0.2803 0.0858 0.2763
C 2.780835 -3.387277 -1.730818 -0.5115 -0.3379 -0.4486
C 3.110278 -4.734725 -1.726807 0.0637 -0.0190 0.0387
C 2.332229 -5.578258 -2.493412 0.1159 -0.0452 0.0814
C 1.257539 -5.094240 -3.241857 -0.1196 -0.0249 -0.0919
C 0.926691 -3.755541 -3.247698 -0.0180 -0.0943 -0.0403
C 1.696766 -2.885492 -2.482316 0.2848 0.0159 0.2214
H -1.608770 0.150904 -2.336572 -0.0056 0.1694 0.0228
H -2.166336 1.808806 -2.635059 0.0001 -0.0897 0.0206
H -3.011352 1.013784 -0.460823 -0.0134 -0.0524 0.0237
H -1.349613 0.658075 0.082540 -0.0640 -0.0013 -0.0453
H -3.539361 2.731607 1.044494 -0.0005 0.0733 0.0462
H -2.433137 4.099788 1.262032 -0.0699 -0.0349 0.0413
H -0.474907 3.895016 2.707081 0.0222 0.1266 -0.0570
H 0.661772 2.738270 4.577140 0.1151 0.0671 0.0807
H -3.141107 0.576854 2.185696 -0.1416 -0.0697 -0.0962
H -1.526994 -1.075013 6.282837 0.0900 0.1045 -0.2383
H -0.374766 -1.850688 5.144532 -0.1208 0.2473 -0.0301
H -0.432071 4.207862 0.048671 0.0486 0.0076 0.0336
H 0.193784 2.573663 0.393361 -0.0099 0.0747 -0.0326
H 1.025414 3.309756 -1.807197 -0.1701 0.0142 -0.0067
H -0.643163 3.666393 -2.343007 0.0311 -0.0088 0.0267
H 3.009100 -0.238913 -0.990950 0.0683 0.1242 0.0425
H 4.170980 -2.386853 -0.482575 -0.1243 0.0591 -0.0724
H 3.943449 -5.106646 -1.148839 0.0745 -0.0660 0.0479
H 2.558746 -6.633795 -2.517120 0.0308 -0.0791 0.0092
H 0.676694 -5.789493 -3.829524 -0.0566 -0.0479 -0.0522
H 0.100529 -3.377612 -3.827850 -0.0606 0.0154 -0.0474

=====

Entry 3:
9
Properties=species:S:1:pos:R:3:forces:R:3 method="wB97M-V/def2-TZVPD" homo_lumo_gap_ev=9.661 e_homo_ha=-0.336 e_above_lowest_kcal_mol=25.2 smiles="C=N/C=C/F" lumo_energy_ev=0.51 total_charge=0
C 1.925076 -0.105565 0.006491 -2.5310 0.2500 -0.0930
N 0.763191 0.446726 0.063973 0.3662 0.8732 0.0187
C -0.509433 -0.149472 0.039382 -0.7439 -0.5466 0.0200
C -1.734769 0.456577 -0.045194 2.9090 -0.5764 0.0426
F -2.824661 -0.307441 0.002455 -0.1974 -0.0403 -0.0259
H 2.767056 0.556222 0.108936 0.3448 0.0718 -0.0350
H 2.100915 -1.169724 -0.160941 -0.0716 -0.1355 0.1006
H -0.556201 -1.234593 0.165710 -0.0443 -0.0292 -0.0728
H -1.931170 1.507273 -0.180808 -0.0319 0.1331 0.0447

=====

Entry 4:
74
Properties=species:S:1:pos:R:3:forces:R:3 method="wB97M-V/def2-TZVPD" s2=3.775 homo_lumo_gap_ev="8.441 / 6.376" e_homo_ha="-0.320 / -0.320" e_above_lowest_kcal_mol=0.0 lumo_energy_ev="-0.26 / -2.33" spin_multiplicity=4 total_charge=0
Tc -1.155354 -0.790677 -1.513873 -0.0447 0.0506 -0.0135
N 1.623397 -2.820291 -1.951613 0.0191 0.0140 0.0013
C 1.551369 -2.093963 -0.801224 -0.0138 -0.0310 0.0069
N 2.440589 -2.146443 0.164905 0.0372 0.0159 -0.0192
N 1.987999 -1.275998 1.089774 -0.0398 -0.0180 0.0175
N 0.894504 -0.729789 0.728605 -0.0244 -0.0781 0.0475
N 0.561165 -1.229963 -0.500400 0.0236 0.0732 -0.0215
C 0.788775 -2.638870 -3.020127 -0.0225 0.0018 -0.0067
N 0.968572 -3.170260 -4.202851 0.0286 0.0163 -0.0072
N -0.070104 -2.712453 -4.940214 -0.0369 -0.0325 0.0138
N -0.838103 -1.960195 -4.259918 0.0234 0.0354 -0.0271
N -0.323119 -1.882583 -2.989982 0.0109 -0.0286 0.0228
H 2.444071 -3.387029 -2.094318 -0.0058 -0.0041 -0.0021
O -2.516570 2.681466 3.458851 0.0259 -0.0179 0.0113
C -2.317579 2.077217 2.297598 0.0280 0.0301 -0.0002
C -1.105048 2.159610 1.604055 -0.0097 0.0017 -0.0110
C -0.940993 1.399633 0.479852 -0.0131 0.0199 0.0103
N -1.893358 0.574093 -0.010761 0.0467 0.0011 0.0124
C -3.097746 0.614403 0.588274 -0.0103 -0.0025 0.0170
Br -4.511115 -0.338624 -0.194576 -0.0057 -0.0045 -0.0084
C -3.354864 1.338409 1.724872 -0.0094 -0.0096 -0.0061
H -1.648452 2.712148 3.943039 -0.0281 0.0082 -0.0342
H -0.302616 2.788345 1.961516 -0.0044 -0.0038 -0.0007
H -0.007672 1.424825 -0.061882 -0.0099 0.0033 -0.0015
H -4.326735 1.305842 2.192638 0.0008 0.0024 0.0028
O -0.218178 2.034390 4.642658 0.0024 0.0336 -0.0145
S 0.400172 0.806574 4.017794 0.0151 -0.0596 -0.0154
C 1.572841 0.165933 5.197934 -0.0032 0.0130 0.0152
C 1.448541 0.472100 6.543341 -0.0059 0.0073 0.0001
C 2.375394 -0.051073 7.430094 0.0096 -0.0100 -0.0060
C 3.400266 -0.867961 6.965747 -0.0033 0.0042 0.0103
C 3.513121 -1.156796 5.613541 -0.0047 0.0034 -0.0075
C 2.598945 -0.629234 4.711353 0.0015 -0.0088 -0.0022
C -0.839829 -0.484900 4.156403 0.0005 0.0011 0.0166
C -0.615713 -1.706822 3.536744 0.0083 0.0192 -0.0093
C -1.593489 -2.684760 3.611599 -0.0157 -0.0102 0.0099
C -2.780381 -2.434616 4.289687 0.0100 -0.0071 -0.0084
C -2.988581 -1.209024 4.904645 0.0060 0.0126 0.0045
C -2.013205 -0.222146 4.841931 -0.0048 -0.0049 0.0121
H 0.646399 1.119087 6.874441 0.0016 0.0004 -0.0011
H 2.300507 0.177693 8.484957 -0.0009 0.0005 0.0011
H 4.120495 -1.273804 7.664061 0.0008 -0.0014 -0.0003
H 4.319377 -1.782723 5.255156 0.0009 -0.0013 0.0012
H 2.681614 -0.831077 3.648395 0.0003 0.0047 -0.0003
H 0.305197 -1.888577 2.998353 -0.0004 0.0048 0.0011
H -1.434962 -3.638310 3.125964 -0.0007 0.0015 -0.0001
H -3.545052 -3.198961 4.335289 -0.0021 0.0003 0.0000
H -3.911549 -1.016449 5.436040 -0.0012 -0.0003 0.0003
H -2.157540 0.740948 5.312011 -0.0035 -0.0030 0.0034
C -1.586460 0.271393 -7.653151 0.0079 -0.0072 0.0104
C -0.290987 0.279194 -6.890649 0.0006 0.0077 -0.0098
C 0.755460 -0.546085 -7.289918 -0.0056 0.0044 0.0040
C 1.952079 -0.554879 -6.599410 0.0061 -0.0064 -0.0018
Cl 3.228003 -1.614198 -7.115776 -0.0062 0.0060 0.0007
C 2.151801 0.268646 -5.504207 -0.0027 -0.0011 -0.0058
C 1.118376 1.093974 -5.096129 -0.0128 -0.0010 -0.0001
C -0.091375 1.084404 -5.772833 0.0272 0.0033 -0.0032
O -1.090876 1.949068 -5.328571 0.0049 -0.0077 -0.0052
C -2.165558 1.310021 -4.693129 -0.0094 -0.0089 0.0030
C -1.803589 0.729911 -3.352458 0.0046 0.0337 -0.0199
O -0.748049 1.010625 -2.733333 -0.0073 -0.0203 -0.0071
O -2.584443 -0.152612 -2.833702 0.0052 -0.0317 0.0137
H -1.405378 0.055015 -8.705000 0.0021 -0.0004 0.0001
H -2.095133 1.232041 -7.582083 -0.0029 0.0020 0.0014
H -2.255725 -0.504549 -7.272691 -0.0069 0.0044 -0.0048
H 0.628106 -1.197821 -8.144195 0.0026 0.0010 -0.0007
H 3.098917 0.261280 -4.982977 0.0003 0.0010 0.0011
H 1.229085 1.747589 -4.243111 0.0047 0.0024 0.0037
H -2.577101 0.482161 -5.275680 -0.0049 0.0069 -0.0061
H -2.954916 2.050287 -4.547669 -0.0047 -0.0016 0.0066
F -2.314006 -2.451299 0.589307 0.0057 -0.0072 0.0016
C -1.968491 -2.577079 -0.712728 0.0225 -0.0267 -0.0028
F -1.097031 -3.609048 -0.765202 -0.0016 0.0085 0.0037
F -3.063512 -2.969883 -1.387083 -0.0053 -0.0041 0.0023